The following is a quantum chemistry calculation of C9H12FNO2 in the gas phase in a non-equilibrium geometry, from the OMol25 dataset.

The geometry in XYZ format:
```
25
Properties=species:S:1:pos:R:3:forces:R:3
C -0.191 -1.354 -1.786 -1.918 -0.650 -2.235
N 1.070 -0.942 -1.264 -0.464 -0.608 -0.226
C 2.139 -1.902 -1.470 -1.639 -1.751 -0.547
C 1.248 0.176 -0.563 0.661 0.857 -0.095
C 0.458 1.345 -0.611 0.017 0.576 -0.087
C -0.732 1.781 -0.083 -0.615 -1.248 -0.449
C -1.341 1.290 1.063 1.756 -1.758 1.432
C -0.558 0.373 1.876 1.023 -0.777 -1.298
C 0.209 -0.633 1.234 -0.466 3.214 4.482
F 1.093 -1.296 2.092 -0.705 0.079 -1.353
C -2.456 2.009 1.644 -0.835 1.987 -0.825
O -3.006 2.892 1.012 -0.270 -0.786 1.043
O -2.795 1.674 2.924 -1.607 1.814 -1.661
H -0.251 -2.435 -1.705 -0.362 -0.278 0.594
H -1.245 -0.921 -1.595 2.212 -0.091 0.747
H -0.134 -1.274 -2.889 0.019 0.309 0.119
H 2.084 -2.782 -0.786 0.334 0.914 0.341
H 1.949 -2.475 -2.432 0.528 1.319 0.531
H 3.054 -1.357 -1.443 0.890 -0.129 -0.053
H 2.331 0.356 -0.456 -0.395 0.032 0.266
H 0.982 2.232 -0.886 0.985 0.454 -0.570
H -1.160 2.660 -0.530 -0.122 0.419 0.159
H -0.291 0.576 2.931 -0.489 -0.108 -0.401
H -0.389 -1.151 0.573 -0.241 -1.843 -1.460
H -2.070 1.156 3.147 1.702 -1.947 1.545
```
Forces are in eV/Å.

Summary:
- total energy (hartree) = -655.0818
- total charge = 0
- HOMO-LUMO gap (eV) = 7.67
- HOMO (eV) = -7.691

The following is a quantum chemistry calculation of a molecular structure, C9H12ILiOS, from the OMol25 dataset.

The geometry in XYZ format:
```
25
Properties=species:S:1:pos:R:3:forces:R:3
Li -1.243 -1.654 -2.688 0.063 -0.309 -0.195
C 2.121 -0.022 3.321 -0.012 0.000 -0.029
C 1.332 0.309 2.082 -0.006 -0.023 0.019
C 1.580 1.474 1.364 0.025 0.032 -0.021
C 0.860 1.772 0.216 0.026 0.015 0.038
C -0.138 0.905 -0.196 -0.024 -0.078 0.050
C -0.400 -0.270 0.493 0.038 0.050 0.026
C 0.340 -0.559 1.626 0.003 -0.022 0.028
S -1.038 1.294 -1.675 0.086 -0.197 -0.319
C -2.432 2.131 -0.947 -0.088 0.016 0.139
O -1.624 0.003 -2.191 -0.021 0.515 0.255
H 2.969 0.650 3.446 -0.017 0.003 -0.018
H 2.500 -1.043 3.278 -0.013 0.005 -0.004
H 1.495 0.058 4.212 -0.004 -0.004 -0.020
H 2.364 2.146 1.691 -0.008 -0.001 0.000
H 1.086 2.664 -0.358 -0.006 -0.010 0.011
H -1.150 -0.961 0.129 0.011 -0.001 0.024
H 0.157 -1.486 2.157 -0.002 0.011 -0.015
H -2.908 1.450 -0.242 -0.029 0.045 -0.002
H -3.110 2.392 -1.758 0.000 0.007 0.019
H -2.071 3.029 -0.445 -0.034 -0.015 -0.001
I 0.586 -3.586 -1.742 -0.003 0.034 0.069
C -0.550 -3.254 -3.644 0.032 -0.045 -0.035
H -1.004 -4.239 -3.775 -0.016 -0.005 -0.001
H 0.280 -3.204 -4.353 -0.001 -0.021 -0.018
```
Forces are in eV/Å.

Summary:
- total energy (hartree) = -1128.7724
- total charge = 0
- HOMO-LUMO gap (eV) = 7.33
- HOMO (eV) = -7.046

The following is a quantum chemistry calculation of C9H12N2 in the gas phase in a non-equilibrium geometry, from the OMol25 dataset.

The geometry in XYZ format:
```
23
Properties=species:S:1:pos:R:3:forces:R:3
C -0.028 -2.910 1.653 0.149 0.751 0.298
C -0.059 -1.879 0.809 0.905 0.558 -0.622
C 0.333 -0.448 0.900 1.128 -0.989 -0.377
C -0.025 0.434 -0.040 -0.551 0.242 0.440
C -0.937 0.286 -1.267 1.921 -4.199 2.006
C -2.268 0.813 -0.963 -2.928 0.876 -0.402
C -0.297 0.905 -2.418 0.285 2.289 -2.235
N 1.277 -0.110 1.912 -0.013 0.387 0.593
C 2.213 0.727 1.673 -1.990 -1.970 -1.423
C 3.179 1.111 2.607 0.843 1.379 0.882
N 3.943 1.768 3.161 0.194 -0.437 0.324
H -0.483 -3.725 1.166 -0.088 -1.582 0.011
H 0.328 -3.043 2.692 -0.406 0.682 -0.767
H -0.252 -2.127 -0.254 -0.542 0.053 0.924
H 0.267 1.433 0.276 -0.105 0.391 -0.746
H -0.982 -0.826 -1.509 -0.257 1.178 0.466
H -2.725 1.148 -1.890 0.037 0.398 -0.426
H -2.204 1.722 -0.346 -0.272 -0.457 0.139
H -3.100 0.117 -0.659 1.403 0.398 0.615
H -1.062 0.980 -3.224 0.742 -0.258 0.123
H 0.674 0.540 -2.831 -0.892 -0.144 0.662
H -0.147 1.949 -2.122 0.323 0.253 -0.338
H 2.355 1.133 0.674 0.115 0.201 -0.146
```
Forces are in eV/Å.

Summary:
- total energy (hartree) = -459.5297
- total charge = 0
- HOMO-LUMO gap (eV) = 8.65
- HOMO (eV) = -9.065

The following is a quantum chemistry calculation of C9H12N2O2 in the gas phase in a non-equilibrium geometry, from the OMol25 dataset.

The geometry in XYZ format:
```
25
Properties=species:S:1:pos:R:3:forces:R:3
C 0.075 2.602 -0.717 1.021 1.871 3.479
C -0.172 1.229 -0.164 3.040 -0.586 -3.493
C 0.431 0.221 -0.903 -0.421 0.959 -0.656
C 1.428 0.429 -2.027 0.869 -0.634 2.409
C 0.133 -1.089 -0.511 -1.135 -0.732 0.323
C 1.057 -2.251 -0.664 1.940 -0.517 -0.008
C -1.059 -1.049 0.161 -1.814 -1.493 -0.654
N -1.488 -1.728 1.339 0.606 -1.033 -1.318
C -1.102 -1.034 2.430 0.283 1.730 0.385
O -1.222 -1.319 3.587 -0.100 -0.530 0.353
N -0.515 0.246 2.061 0.252 -1.653 2.418
C -0.956 1.077 1.035 -1.715 2.831 0.165
O -1.849 1.925 1.233 1.109 -1.456 0.115
H -0.443 3.255 0.028 0.580 0.059 -0.849
H -0.324 2.827 -1.640 -1.186 0.081 -2.133
H 1.170 2.965 -0.802 -1.502 -1.029 0.521
H 2.375 0.271 -1.412 -0.471 0.385 -1.356
H 1.369 1.420 -2.382 0.283 0.983 -0.511
H 1.408 -0.275 -2.853 -0.255 -0.225 0.153
H 2.003 -1.961 -0.174 -0.282 -0.224 0.427
H 1.569 -2.611 -1.658 -2.022 0.993 1.224
H 0.620 -3.090 -0.123 0.295 -0.194 -0.232
H -1.826 -0.360 -0.181 0.184 -0.174 -0.264
H -2.212 -2.448 1.382 0.523 0.571 0.124
H -0.469 0.748 2.957 -0.081 0.017 -0.623
```
Forces are in eV/Å.

Summary:
- total energy (hartree) = -610.0528
- total charge = 0
- HOMO-LUMO gap (eV) = 8.97
- HOMO (eV) = -8.947

The following is a quantum chemistry calculation of a molecular structure, C9H12N3O3S3V, from the OMol25 dataset.

The geometry in XYZ format:
```
31
Properties=species:S:1:pos:R:3:forces:R:3
V -0.868 0.122 -0.809 -0.441 -0.430 0.167
S -1.315 3.857 -3.248 0.027 0.318 0.107
C -0.970 2.659 -2.222 0.011 -0.805 -0.189
S -2.128 1.955 -1.055 -0.036 0.617 -0.230
S 0.422 1.604 -2.235 -0.211 0.252 0.223
N -1.516 -2.534 -3.890 0.025 -0.026 -0.005
C -1.062 -1.852 -2.840 0.072 0.001 0.041
O -1.480 -0.705 -2.609 -0.116 -0.059 0.065
C -0.051 -2.443 -1.904 0.045 -0.045 -0.041
C 0.651 -1.283 -1.200 0.242 0.035 -0.235
H -2.235 -2.124 -4.464 0.008 -0.011 -0.008
H -1.198 -3.467 -4.081 -0.001 0.035 -0.001
H 0.631 -3.112 -2.439 -0.046 -0.024 -0.003
H -0.618 -3.051 -1.191 0.004 0.030 0.018
H 1.420 -0.856 -1.844 0.060 -0.081 0.037
H 1.112 -1.615 -0.269 -0.066 0.035 0.036
N 1.923 1.752 4.532 -0.002 -0.010 0.026
C 1.341 1.397 3.361 0.010 0.011 0.021
C 0.109 0.730 3.330 -0.041 -0.013 -0.037
C -0.451 0.401 2.122 0.029 0.030 0.019
N 0.120 0.695 0.939 0.163 -0.121 0.126
C 1.305 1.326 0.967 -0.010 0.039 -0.017
C 1.939 1.686 2.128 0.004 0.002 -0.033
H 1.513 1.491 5.409 0.000 0.001 -0.014
H 2.832 2.176 4.547 -0.005 0.002 -0.015
H -0.409 0.470 4.243 0.005 0.003 0.015
H -1.397 -0.121 2.085 0.010 -0.007 0.024
H 1.731 1.557 0.000 0.034 -0.002 0.041
H 2.891 2.197 2.078 0.006 0.008 0.004
O -1.811 -0.966 0.010 0.310 0.417 -0.282
O -2.431 -1.947 0.552 -0.090 -0.202 0.139
```
Forces are in eV/Å.

Summary:
- total energy (hartree) = -2878.6389
- total charge = 0
- HOMO-LUMO gap (alpha / beta) (eV) = 6.87 / 6.86
- HOMO (alpha / beta) (eV) = -7.655 / -7.655

The following is a quantum chemistry calculation of a molecular structure, C9H12N3S in a non-equilibrium geometry, from the OMol25 dataset.

The geometry in XYZ format:
```
25
Properties=species:S:1:pos:R:3:forces:R:3
C -1.410 -3.162 0.359 -0.069 2.978 0.600
C -1.063 -2.504 -0.791 1.372 0.163 -2.580
C -1.303 -2.325 1.507 -0.826 -3.663 1.030
C -0.273 -1.317 -0.840 -2.323 -0.595 4.465
C -0.715 -1.099 1.536 -0.761 1.817 1.231
C -0.187 -0.557 0.386 1.575 -1.123 -3.559
C 1.244 2.227 -1.003 0.524 -1.182 1.261
C -0.623 2.241 0.400 1.392 -3.000 1.175
C 2.686 0.298 -0.554 0.879 -0.410 0.250
N 0.495 0.690 0.419 -2.275 1.495 2.516
N 1.467 1.035 -0.449 -1.596 1.950 -2.366
N 0.173 2.901 -0.566 -0.900 1.180 -0.447
S -2.203 1.978 -0.177 -1.560 -0.257 0.121
H -1.914 -4.105 0.333 -0.125 -0.269 0.255
H -1.340 -2.919 -1.778 0.467 -0.089 0.614
H -1.686 -2.862 2.412 0.382 1.227 -0.448
H 0.198 -1.008 -1.696 0.703 0.834 -2.132
H -0.816 -0.423 2.419 0.428 -0.943 -0.518
H 1.918 2.754 -1.626 0.811 -0.061 -0.587
H -0.514 2.353 1.492 0.091 0.790 -0.866
H 3.023 0.070 0.442 0.532 0.714 0.606
H 2.682 -0.695 -0.945 -1.068 -0.617 -0.942
H 3.354 0.875 -1.164 0.586 0.255 0.105
H -0.286 3.681 -1.113 1.100 -1.296 0.757
H -2.910 1.872 0.997 0.661 0.104 -0.539
```
Forces are in eV/Å.

Summary:
- total energy (hartree) = -912.2467
- total charge = +1
- HOMO-LUMO gap (eV) = 8.17
- HOMO (eV) = -11.921

The following is a quantum chemistry calculation of C9H12N4 in the gas phase in a non-equilibrium geometry, from the OMol25 dataset.

The geometry in XYZ format:
```
25
Properties=species:S:1:pos:R:3:forces:R:3
C 1.322 -0.799 1.331 -0.700 0.767 -1.352
C 2.472 -1.361 -0.681 0.164 -0.534 -1.654
C 0.229 -0.284 0.525 0.226 0.511 0.103
C 2.412 -1.330 0.737 0.591 -0.309 -0.133
C 0.368 -0.247 -0.946 2.510 -1.576 0.763
C -1.407 0.693 2.373 -0.138 2.330 1.061
C -2.102 0.772 1.098 1.761 -2.696 -0.434
C -2.914 1.367 0.045 0.808 0.600 -1.034
C -0.263 -0.092 -3.193 -1.358 3.826 -1.439
N 1.560 -0.903 -1.457 -0.729 0.132 0.282
N -0.894 0.188 1.154 -0.671 0.821 -2.958
N -0.398 0.286 -1.796 -1.613 -0.383 0.052
N 3.602 -1.741 1.313 0.356 1.063 3.851
H 1.348 -0.556 2.357 -0.254 -0.143 1.245
H 3.393 -1.828 -1.198 -1.351 0.733 0.917
H -1.109 1.767 2.652 0.387 -1.916 0.704
H -1.563 -0.134 3.047 -0.461 0.496 1.019
H -3.900 1.735 0.259 -0.261 0.030 0.706
H -2.995 0.658 -0.780 0.092 0.071 0.019
H -2.292 2.205 -0.341 -0.535 -0.224 -0.106
H -0.977 0.722 -3.701 1.435 -1.879 0.508
H 0.728 0.084 -3.641 -0.221 -0.308 0.353
H -0.651 -1.054 -3.499 0.016 -0.456 0.440
H 3.690 -1.789 2.367 -0.555 0.286 -1.883
H 4.060 -2.521 0.949 0.500 -1.241 -1.030
```
Forces are in eV/Å.

Summary:
- total energy (hartree) = -568.9827
- total charge = 0
- HOMO-LUMO gap (alpha / beta) (eV) = 6.18 / 6.70
- HOMO (alpha / beta) (eV) = -6.331 / -6.371

The following is a quantum chemistry calculation of a gas-phase ion, C9H12N5O (charge +1) in a non-equilibrium geometry, from the OMol25 dataset.

The geometry in XYZ format:
```
27
Properties=species:S:1:pos:R:3:forces:R:3
H -2.243 1.702 -1.474 0.054 -0.561 -0.695
N -1.816 1.789 -0.574 1.408 -1.102 1.947
C -1.023 0.875 -0.146 -1.793 1.615 -1.458
O -0.553 -0.246 -0.776 0.166 -0.466 0.100
N -1.385 -0.618 -1.862 -1.491 1.809 0.585
C -0.934 -1.452 -2.671 1.126 -0.528 -1.582
C -1.795 -1.767 -3.853 -3.122 1.325 0.861
C 0.324 -2.226 -2.602 1.332 -0.603 1.212
C -0.464 1.021 1.201 0.689 -1.188 0.265
C -0.654 1.976 2.115 0.558 0.495 -0.531
N -0.166 2.565 3.039 -1.014 0.095 -0.094
C 1.054 2.088 3.473 -1.655 -1.763 -1.081
N 1.752 2.751 4.377 0.194 0.281 0.251
C 1.306 0.826 2.912 1.327 -0.430 0.330
C 0.691 0.260 1.769 -0.322 1.083 -1.682
N 1.295 -0.723 1.017 -0.591 0.788 1.844
H -2.175 -0.793 -4.306 0.508 -1.354 0.440
H -2.721 -2.375 -3.578 1.140 0.879 -0.094
H -1.290 -2.348 -4.553 1.013 -0.737 -1.295
H 1.088 -1.796 -1.863 -1.034 -0.770 -1.250
H -0.128 -3.140 -2.187 0.686 -0.289 0.331
H 0.809 -2.605 -3.546 -0.650 1.073 0.811
H 2.740 2.716 4.160 0.009 0.489 0.989
H 1.263 3.470 4.925 0.968 -0.292 -0.556
H 2.140 0.265 3.293 0.370 0.033 0.214
H 2.064 -1.146 1.564 -0.681 -0.136 -1.403
H 0.821 -1.072 0.147 0.806 0.252 1.541
```
Forces are in eV/Å.

Summary:
- total energy (hartree) = -698.7724
- total charge = +1
- HOMO-LUMO gap (eV) = 7.61
- HOMO (eV) = -12.888